# C17H19N5O2Ru

A structure of composition C17H19N5O2Ru at a distorted geometry (wB97M-V/def2-TZVPD, the Open Molecules 2025 dataset).

Geometry (Å):
1 N 0.149 4.027 -0.650
2 C 0.089 5.168 -0.395
3 C 0.097 6.579 -0.063
4 H -0.930 6.970 -0.021
5 H 0.663 7.117 -0.840
6 H 0.592 6.700 0.909
7 N 2.975 -2.043 0.000
8 C 3.823 -2.570 -0.599
9 C 4.880 -3.204 -1.349
10 H 5.197 -2.521 -2.154
11 H 4.506 -4.135 -1.803
12 H 5.711 -3.431 -0.665
13 N -3.292 -2.737 -0.663
14 C -4.412 -2.614 -0.357
15 C -5.837 -2.625 -0.063
16 H -6.043 -3.327 0.753
17 H -6.364 -2.956 -0.969
18 H -6.190 -1.623 0.217
19 Ru 0.324 -0.185 -0.592
20 C 0.110 -1.840 0.401
21 O -0.112 -2.747 1.082
22 C 1.759 0.743 0.297
23 O 2.571 1.413 0.791
24 C 0.591 1.272 -2.209
25 C -0.775 1.295 -1.955
26 C -1.482 0.096 -1.851
27 C -0.872 -1.100 -2.240
28 C 0.483 -1.117 -2.603
29 C 1.233 0.062 -2.541
30 H 1.147 2.188 -2.045
31 H -1.221 2.240 -1.671
32 H -2.492 0.058 -1.455
33 H -1.459 -2.004 -2.146
34 H 0.977 -2.045 -2.840
35 H 2.298 0.042 -2.706
36 N -1.702 1.921 2.531
37 C -2.529 0.801 2.493
38 C -2.108 0.029 1.445
39 N -0.936 0.598 0.972
40 C -0.755 1.770 1.585
41 H -1.771 2.719 3.154
42 H -3.261 0.595 3.234
43 H -2.572 -0.850 0.981
44 H 0.011 2.505 1.358

Summary:
* Kohn-Sham gap (spin up / spin down): 7.581 / 2.884 eV
* total charge: +4
* LUMO level (spin up / spin down): -13.582 / -19.091 eV
* expectation value of S²: 6.03
* 2S+1: 5

---

# C17H19N5O5S

An isolated molecule of C17H19N5O5S at a distorted geometry (wB97M-V/def2-TZVPD, the Open Molecules 2025 dataset).

Geometry (Å):
1 O -3.623 -2.962 -1.763
2 O -2.465 -4.321 -3.348
3 N -1.299 -2.957 2.254
4 N 1.210 2.891 1.375
5 N 0.311 1.016 0.181
6 O 0.989 0.236 3.696
7 O -1.857 -4.832 0.948
8 O 2.198 4.159 -2.811
9 C 1.639 1.213 4.395
10 C 1.686 2.423 3.804
11 C 0.691 2.344 0.292
12 C -0.801 -1.741 2.296
13 C -1.349 -3.541 1.046
14 C 1.184 2.112 2.455
15 C 0.377 0.293 1.270
16 C -0.290 -1.746 -0.047
17 C 0.712 0.829 2.469
18 C -0.265 -1.071 1.147
19 C -0.921 -2.925 -0.219
20 N 0.341 3.053 -0.864
21 N -1.162 -3.557 -1.459
22 C -1.775 -5.528 2.181
23 C 1.969 4.891 -1.555
24 C 2.229 2.819 -2.470
25 C 0.557 4.528 -0.963
26 C 0.844 2.318 -2.124
27 C -1.911 -1.734 -3.373
28 S -2.424 -3.223 -2.461
29 H 1.975 1.016 5.383
30 H 2.155 3.436 4.059
31 H -0.822 -1.291 3.240
32 H 0.275 -1.328 -0.892
33 H -1.380 -4.578 -1.410
34 H -2.388 -5.030 2.961
35 H -1.890 -6.638 2.176
36 H -0.644 -5.489 2.513
37 H 1.896 5.935 -1.612
38 H 2.644 4.743 -0.733
39 H 2.925 2.639 -1.612
40 H 2.723 2.318 -3.355
41 H 0.415 4.967 0.014
42 H -0.243 4.938 -1.606
43 H 0.816 1.221 -1.984
44 H 0.093 2.524 -2.943
45 H -2.347 -1.842 -4.321
46 H -0.823 -1.656 -3.408
47 H -2.178 -0.872 -2.825

Summary:
* Kohn-Sham gap: 8.490 eV
* total charge: 0
* LUMO level: 0.002 eV
* SMILES: COc1ncc(-c2nc(N3CCOCC3)nc3ccoc23)cc1NS(C)(=O)=O
* 2S+1: 1

---

# C17H19N6OS2ScSe

A structure of composition C17H19N6OS2ScSe (wB97M-V/def2-TZVPD, the Open Molecules 2025 dataset).

Geometry (Å):
1 Sc 0.720 -0.814 -0.209
2 C -4.404 -3.541 -1.331
3 S -2.771 -4.009 -1.942
4 C -1.740 -2.696 -1.314
5 S -0.035 -3.005 -1.500
6 N -2.338 -1.668 -0.829
7 N -1.495 -0.711 -0.301
8 C -2.087 0.425 0.036
9 C -1.307 1.437 0.611
10 C -1.846 2.651 1.115
11 C -1.030 3.550 1.734
12 C 0.355 3.266 1.865
13 C 0.831 2.088 1.335
14 N 0.055 1.187 0.706
15 H -5.124 -4.192 -1.828
16 H -4.599 -2.499 -1.573
17 H -4.458 -3.679 -0.253
18 H -3.152 0.560 -0.125
19 H -2.908 2.835 1.013
20 H -1.439 4.472 2.132
21 H 1.030 3.948 2.365
22 H 1.882 1.818 1.388
23 O 0.624 0.130 -2.072
24 N 1.039 1.267 -2.550
25 C 2.247 1.747 -2.203
26 C 2.671 2.959 -2.719
27 C 1.867 3.672 -3.587
28 C 0.630 3.143 -3.925
29 C 0.233 1.936 -3.392
30 H 2.801 1.111 -1.492
31 H 3.641 3.330 -2.414
32 H 2.192 4.621 -3.995
33 H -0.042 3.662 -4.595
34 H -0.709 1.449 -3.592
35 Se 3.142 -0.535 0.203
36 C 2.126 -3.736 1.600
37 C 1.388 -2.699 2.368
38 N 0.504 -1.835 1.920
39 C 0.083 -1.092 3.005
40 C 0.716 -1.512 4.126
41 N 1.537 -2.544 3.703
42 H 1.937 -3.613 0.542
43 H 1.802 -4.735 1.904
44 H 3.200 -3.626 1.760
45 H -0.641 -0.300 2.895
46 H 0.669 -1.185 5.151
47 H 2.203 -3.040 4.265

Summary:
* Kohn-Sham gap (spin up / spin down): 5.043 / 5.787 eV
* total charge: -1
* LUMO level (spin up / spin down): 2.636 / 2.628 eV
* expectation value of S²: 0.77
* 2S+1: 2

---

# C17H19NO2S

An isolated molecule of C17H19NO2S at a distorted geometry (wB97M-V/def2-TZVPD, the Open Molecules 2025 dataset).

Geometry (Å):
1 O -4.965 -0.901 2.389
2 O -1.682 1.581 1.250
3 C -4.074 -0.155 2.140
4 C 1.736 -0.800 2.177
5 C 0.800 -2.904 1.415
6 C 0.853 2.770 -2.396
7 C 1.326 0.704 -3.579
8 C 0.868 -0.136 1.281
9 C 0.018 -2.225 0.479
10 C 0.153 2.107 -1.428
11 C 0.535 0.055 -2.640
12 C 1.685 -2.205 2.227
13 C 1.495 2.064 -3.450
14 C 0.058 -0.816 0.392
15 C -0.026 0.717 -1.570
16 N -4.110 1.084 2.689
17 S -2.285 0.696 0.240
18 C 2.449 -2.909 3.286
19 C 2.208 2.799 -4.562
20 C -2.853 -0.625 1.397
21 C -0.844 -0.094 -0.582
22 H 2.371 -0.233 2.851
23 H 0.786 -3.978 1.448
24 H 0.981 3.829 -2.346
25 H 1.801 0.138 -4.385
26 H 0.940 0.957 1.292
27 H -0.701 -2.806 -0.109
28 H -0.251 2.662 -0.586
29 H 0.331 -0.976 -2.809
30 H -4.996 1.373 3.080
31 H -3.347 1.738 2.496
32 H 2.539 -3.995 3.114
33 H 3.468 -2.499 3.398
34 H 1.911 -2.735 4.222
35 H 2.092 2.269 -5.503
36 H 1.884 3.824 -4.689
37 H 3.296 2.833 -4.391
38 H -3.099 -1.508 0.824
39 H -2.049 -0.838 2.122
40 H -1.297 -0.863 -1.186

Summary:
* Kohn-Sham gap: 9.435 eV
* total charge: 0
* LUMO level: 0.649 eV
* 2S+1: 1

---

# C17H19NOS

An isolated molecule of C17H19NOS (wB97M-V/def2-TZVPD, the Open Molecules 2025 dataset).

Geometry (Å):
1 O -0.644 -2.686 -1.264
2 C -0.573 -1.542 -0.870
3 N 0.192 -1.174 0.182
4 H 0.258 -0.203 0.444
5 C 0.941 -2.145 0.940
6 C 2.365 -2.352 0.428
7 H 2.374 -2.451 -0.656
8 H 2.782 -3.255 0.873
9 S 3.532 -1.031 0.896
10 C 3.392 0.142 -0.500
11 C 2.315 1.175 -0.366
12 C 1.675 1.655 -1.502
13 C 0.726 2.658 -1.402
14 C 0.398 3.185 -0.164
15 C 1.023 2.702 0.975
16 C 1.978 1.706 0.874
17 H 2.473 1.332 1.758
18 H 0.770 3.107 1.944
19 H -0.339 3.971 -0.088
20 H 0.241 3.030 -2.293
21 H 1.928 1.248 -2.471
22 H 4.367 0.636 -0.528
23 H 3.274 -0.443 -1.413
24 H 0.963 -1.844 1.990
25 H 0.409 -3.097 0.844
26 C -1.381 -0.397 -1.469
27 C -2.524 -0.113 -0.534
28 C -2.474 0.954 0.354
29 C -3.516 1.182 1.236
30 C -4.615 0.342 1.247
31 C -4.669 -0.729 0.369
32 C -3.629 -0.955 -0.514
33 H -3.666 -1.794 -1.194
34 H -5.523 -1.389 0.374
35 H -5.427 0.520 1.935
36 H -3.467 2.019 1.918
37 H -1.620 1.617 0.348
38 H -0.751 0.484 -1.592
39 H -1.755 -0.722 -2.441

Summary:
* Kohn-Sham gap: 9.459 eV
* total charge: 0
* LUMO level: 0.718 eV
* SMILES: O=C(Cc1ccccc1)NCCSCc1ccccc1
* 2S+1: 1

---

# C17H19NOS

An isolated molecule of C17H19NOS (wB97M-V/def2-TZVPD, the Open Molecules 2025 dataset).

Geometry (Å):
1 C -2.642 -2.930 -1.083
2 H -2.129 -3.895 -1.142
3 O -2.318 -2.243 0.101
4 C -1.021 -1.887 0.311
5 C 0.034 -2.162 -0.551
6 C 1.315 -1.748 -0.229
7 C 1.575 -1.054 0.943
8 C 0.514 -0.788 1.803
9 C -0.765 -1.197 1.496
10 H -1.590 -0.990 2.158
11 H 0.691 -0.259 2.729
12 C 2.980 -0.612 1.271
13 C 3.650 0.106 0.133
14 N 3.176 1.292 -0.272
15 H 3.670 1.694 -1.059
16 C 1.912 1.900 0.064
17 H 1.545 1.461 0.989
18 H 2.079 2.970 0.223
19 C 0.881 1.676 -1.056
20 C -0.547 1.654 -0.582
21 C -1.476 0.883 -1.271
22 C -2.797 0.831 -0.866
23 C -3.209 1.546 0.245
24 C -2.295 2.326 0.931
25 C -0.976 2.385 0.517
26 H -0.281 3.010 1.058
27 H -2.610 2.894 1.794
28 H -4.237 1.498 0.571
29 H -3.506 0.228 -1.412
30 H -1.155 0.319 -2.135
31 H 0.997 2.449 -1.821
32 H 1.097 0.714 -1.529
33 S 4.988 -0.516 -0.595
34 H 3.590 -1.488 1.504
35 H 2.970 0.036 2.152
36 H 2.130 -1.972 -0.904
37 H -0.124 -2.699 -1.473
38 H -2.402 -2.336 -1.971
39 H -3.717 -3.097 -1.042

Summary:
* Kohn-Sham gap: 8.850 eV
* total charge: 0
* LUMO level: 0.716 eV
* SMILES: COc1ccc(CC(=S)NCCc2ccccc2)cc1
* 2S+1: 1